1.
C23H23IrN5O9P2 | ωB97M-V/def2-TZVPD

Atoms and positions in Å:
1 Ir -0.15386 0.21421 -0.10150
2 C -0.22062 -1.72164 -4.14877
3 C -0.52672 -0.67040 -4.99812
4 C -0.88596 0.55311 -4.45922
5 C -0.91810 0.69524 -3.08081
6 N -0.57021 -0.31237 -2.26712
7 C -0.23937 -1.49745 -2.78613
8 C -1.38951 1.92106 -2.39323
9 C -1.95191 3.00013 -3.05571
10 C -2.43885 4.05764 -2.30556
11 C -2.38301 3.99784 -0.92518
12 C -1.80976 2.88610 -0.32175
13 N -1.30814 1.89172 -1.05786
14 C -1.77029 2.68193 1.14772
15 C -2.25403 3.62033 2.04532
16 C -2.23752 3.32827 3.40044
17 C -1.73928 2.10657 3.81474
18 C -1.25880 1.22854 2.85895
19 N -1.27130 1.50725 1.55699
20 H 0.03818 -2.69819 -4.53064
21 H -0.49626 -0.80330 -6.07073
22 H -1.14287 1.37739 -5.10671
23 H 0.00846 -2.27481 -2.07785
24 H -2.02834 3.01336 -4.13188
25 H -2.88431 4.91261 -2.79499
26 H -2.79508 4.79990 -0.33384
27 H -2.64408 4.56617 1.70372
28 H -2.61414 4.04500 4.11690
29 H -1.71340 1.82940 4.85853
30 H -0.84424 0.27251 3.14441
31 C 5.16078 0.54029 0.77072
32 C 3.65917 0.47590 0.72473
33 O 3.14982 -0.33302 1.64492
34 P 2.79870 2.11608 0.48014
35 O 3.03674 2.87098 1.83232
36 O 3.65401 2.89240 -0.56715
37 O 1.35669 1.94192 0.18855
38 P 3.11492 -0.42114 -1.16387
39 O 4.23038 -1.51756 -1.26875
40 O 3.34631 0.72212 -2.05673
41 O 1.78858 -1.00178 -0.81107
42 H 5.45511 1.09742 1.66487
43 H 5.57820 1.02934 -0.10534
44 H 5.56794 -0.46590 0.85646
45 H 2.15360 -0.39518 1.65948
46 H 3.76360 3.51458 1.86349
47 H 3.66413 2.42789 -1.43508
48 H 3.99354 -2.38849 -0.90743
49 O 0.69118 -0.72853 1.65606
50 N 0.27038 -1.93316 1.95242
51 N -0.75937 -2.28766 1.31366
52 O -1.33573 -1.50392 0.43894
53 C -1.34801 -3.59390 1.54654
54 C -2.42209 -3.96799 0.75743
55 C -2.97650 -5.22189 0.96748
56 C -2.45730 -6.06340 1.94109
57 C -1.38388 -5.65486 2.72385
58 C -0.81272 -4.40832 2.53507
59 H -2.81955 -3.29936 0.00963
60 H -3.81833 -5.53651 0.36754
61 H -2.89029 -7.04215 2.09362
62 H -0.98722 -6.30847 3.48790
63 H 0.02054 -4.08386 3.13840

Cartesian forces, eV/Å:
-0.2042 0.1328 -0.1042
-0.0039 -0.0131 0.0239
0.0110 -0.0237 -0.0077
-0.0350 0.0043 0.0852
-0.0417 0.0791 -0.0119
0.0951 0.0314 -0.0475
-0.0472 -0.0465 0.0400
-0.0118 0.0145 -0.0453
0.0289 -0.0231 0.0476
0.0025 -0.0179 -0.0061
0.0341 -0.0532 0.0053
-0.0089 0.0172 0.0633
-0.0235 0.0244 -0.1134
0.0062 0.0773 -0.0996
0.0241 -0.0591 0.0191
0.0057 -0.0184 -0.0359
0.0130 -0.0086 0.0115
0.0302 -0.0858 0.0373
-0.0089 0.0120 -0.0871
0.0041 -0.0103 0.0005
-0.0022 -0.0036 -0.0105
0.0013 0.0058 0.0001
0.0362 -0.0072 -0.0101
0.0058 0.0079 -0.0028
0.0021 0.0085 -0.0050
-0.0023 0.0083 0.0127
-0.0050 0.0138 -0.0081
-0.0006 0.0057 0.0084
-0.0041 0.0002 0.0028
-0.0067 0.0132 0.0030
-0.0226 -0.0473 -0.0343
0.0115 0.2115 0.1751
0.7901 0.1449 -0.2012
0.4440 -0.1581 -0.0216
0.0641 0.1826 0.0076
-0.0808 0.0562 0.0184
-0.2129 -0.1221 0.0966
0.0318 -0.0935 0.1110
-0.0285 -0.1595 0.0284
-0.0247 -0.0297 -0.0785
-0.0511 0.0264 -0.1741
0.0138 0.0062 -0.0001
-0.0002 0.0138 -0.0189
0.0074 0.0232 0.0168
-0.2415 -0.1809 0.1897
-0.1242 -0.1117 -0.0159
0.0234 -0.0003 0.0550
0.0374 0.1741 -0.0552
-0.8608 -0.1457 -0.0222
-0.0602 -0.2560 0.0108
0.3458 0.3836 -0.0139
-0.0374 -0.0082 0.0977
0.1408 0.0965 0.0507
-0.0024 -0.0474 0.0558
0.0333 -0.0058 0.0256
-0.0118 0.0258 -0.0238
0.0212 0.0207 -0.0120
-0.1000 -0.0875 -0.0460
0.0157 0.0100 0.0032
-0.0087 -0.0182 -0.0089
-0.0198 -0.0008 0.0114
-0.0032 -0.0129 -0.0010
0.0160 0.0246 0.0084

The multiplicity is 6. The relative energy (zero: lowest compared OMol25 entry of this formula, charge and spin) is 6.2 kJ/mol. As for the charge: +2. The LUMO energy (alpha / beta) is -5.99 / -8.31 eV. As for the largest force on an atom: 0.87 eV/Å. Its HOMO energy (alpha / beta) is -14.1 / -14.1 eV. The value obtained for the HOMO-LUMO gap (alpha / beta) is 8.1 / 5.8 eV. The value obtained for the total energy is -2627.7508 Ha.

Atomic partial charges in e from the Mulliken method, atoms 1 to 8: 2.70 -0.99 -0.54 -0.76 0.77 0.18 -0.07 0.64

2.
C23H23LaOP2 | ωB97M-V/def2-TZVPD

Atoms and positions in Å:
1 C -0.38193 0.29831 -5.51143
2 C -1.18689 1.30151 -4.91616
3 C -0.31455 2.23309 -4.29558
4 C 1.03185 1.83813 -4.55488
5 C 0.98695 0.63594 -5.30873
6 La 0.02727 0.01717 -2.94701
7 P -0.06888 -2.78863 -2.71331
8 H -0.73590 -0.61444 -5.95567
9 H -2.23900 1.23640 -4.77562
10 H -0.60899 2.95573 -3.56909
11 H 1.81771 0.00847 -5.55015
12 H 1.89587 2.22326 -4.07115
13 H 1.26402 -3.38366 -3.20194
14 H -1.34254 -3.34855 -3.36652
15 H -0.16302 -2.93747 -1.19114
16 O -0.10487 -0.47839 -0.85651
17 P 0.04265 -0.35254 0.73329
18 C 1.76796 0.18630 0.73743
19 C 2.57824 -0.18115 1.82163
20 C 3.66122 0.62261 2.14361
21 C 4.17501 1.44365 1.13140
22 C 3.52471 1.55445 -0.10359
23 C 2.31463 0.91373 -0.32501
24 C -1.51518 0.56065 0.90511
25 C -2.25427 0.33896 2.06375
26 C -3.47353 0.95656 2.27158
27 C -3.98110 1.77650 1.26613
28 C -3.32152 1.87607 0.02946
29 C -2.09019 1.26769 -0.16012
30 C 0.02955 -1.40616 2.16401
31 C -0.58832 -2.65818 2.29648
32 C -0.75852 -3.15857 3.59621
33 C -0.29684 -2.41750 4.69356
34 C 0.23262 -1.10528 4.56965
35 C 0.28338 -0.55978 3.30085
36 H 2.30505 -1.01257 2.48444
37 H 4.01811 0.58504 3.18937
38 H 5.10488 1.93539 1.29810
39 H 3.93013 2.12991 -0.94508
40 H 1.85826 1.04204 -1.34273
41 H -1.83910 -0.27201 2.87092
42 H -3.95602 0.76243 3.25442
43 H -4.89766 2.29869 1.42866
44 H -3.70770 2.46712 -0.81087
45 H -1.63241 1.37885 -1.17270
46 H -0.90891 -3.19746 1.39822
47 H -1.24104 -4.14370 3.73872
48 H -0.34611 -2.82280 5.69585
49 H 0.59822 -0.51637 5.41357
50 H 0.50673 0.51052 3.14856

Cartesian forces, eV/Å:
0.4562 0.5735 -0.5839
0.8301 -0.1477 0.0236
0.5355 -0.3652 -0.7073
-1.0410 -0.5167 -0.6346
-0.7079 0.7425 -0.2868
-0.0615 0.4973 1.1741
-0.1382 -1.4756 0.1001
-0.1086 -0.0711 -0.3588
-0.6624 0.2032 -0.1902
-0.1866 0.7890 0.0716
0.4294 -0.0966 -0.3039
0.6413 0.5226 0.0122
-2.0126 0.0544 0.8693
1.9369 -0.0042 1.1215
0.1387 -0.5370 -2.3024
0.2275 -1.0837 2.6569
0.4277 1.0105 -2.9145
-1.2097 -1.6549 -0.4154
0.3551 0.7160 1.0334
-0.1518 -0.6930 -0.1138
-0.4412 0.2402 -0.1642
0.5255 -0.1128 -0.2366
-0.1677 0.7971 -0.2937
0.5671 -1.2449 0.0145
-0.2368 0.4820 0.8873
0.2151 -0.2589 0.4965
0.1302 -0.1764 -0.5866
-0.0738 0.4075 0.3253
0.0736 0.3267 -0.5573
-1.3531 0.6899 1.1127
0.8418 0.7840 0.3318
0.0451 -0.1671 0.1784
0.2471 0.4617 -0.0402
-0.4065 -0.7359 -0.4923
0.1114 -0.9870 -0.2318
0.1995 0.7945 -0.3415
0.5088 -0.1524 -0.9661
0.4268 0.5968 0.0698
0.1729 -0.1807 0.5527
0.2318 -0.1080 1.0890
-0.4796 0.2975 -0.4870
0.0335 0.4271 -0.9963
-0.5144 0.2630 -0.0367
-0.1549 -0.2208 0.5558
-0.2514 -0.1472 1.0640
0.1053 0.0992 0.4493
0.4018 0.7160 0.0332
-0.1570 -0.2066 -0.0603
-0.4204 -0.3426 -0.0525
0.1213 -0.8052 0.1314

The multiplicity is 1. The relative energy (zero: lowest compared OMol25 entry of this formula, charge and spin) is 205.1 kJ/mol. The LUMO energy (alpha / beta) is -0.26 / -0.26 eV. As for the largest force on an atom: 3.11 eV/Å. Its HOMO energy (alpha / beta) is -3.7 / -3.7 eV. The value obtained for the HOMO-LUMO gap (alpha / beta) is 3.4 / 3.4 eV. The value obtained for the total energy is -1679.5200 Ha.

Atomic partial charges in e from the Mulliken method, atoms 1 to 8: -0.68 -0.64 -0.70 -0.62 -0.67 0.61 -0.24 0.57

3.
C23H23N3O5 | ωB97M-V/def2-TZVPD

Atoms and positions in Å:
1 O -1.56393 -2.97772 1.12193
2 C -2.36234 -2.09207 0.88290
3 C -3.61364 -2.37281 0.03836
4 O -3.34292 -3.22091 -1.05146
5 C -2.82617 -2.53846 -2.17335
6 C -1.59413 -1.75353 -1.86232
7 C -0.31143 -2.23815 -1.52452
8 C 0.42129 -1.09964 -1.29736
9 C 1.80319 -0.89418 -0.91057
10 C 2.40472 0.34228 -1.13231
11 C 3.72544 0.58223 -0.77268
12 C 4.41535 -0.45413 -0.19001
13 C 3.81517 -1.69790 0.03526
14 C 2.51404 -1.94790 -0.31255
15 O 4.72096 -2.53506 0.62690
16 C 5.91117 -1.78917 0.76159
17 O 5.70641 -0.48702 0.25427
18 O -0.37158 -0.02707 -1.49499
19 N -1.61252 -0.44258 -1.83162
20 N -2.22618 -0.84748 1.40008
21 C -3.05672 0.29551 1.06036
22 C -2.49558 1.54640 1.74849
23 N -1.08885 1.69968 1.49850
24 C -0.59886 2.50114 0.48183
25 C 0.77215 2.77916 0.43937
26 C 1.29828 3.61124 -0.52854
27 C 0.47968 4.19161 -1.48191
28 C -0.87769 3.92428 -1.44961
29 C -1.41434 3.09269 -0.48627
30 C -0.28390 0.58104 1.95885
31 C -1.16309 -0.60657 2.35793
32 H -4.10324 -1.45750 -0.30991
33 H -4.30232 -2.93203 0.68093
34 H -3.58168 -1.84861 -2.58103
35 H -2.60437 -3.31671 -2.90730
36 H -0.00949 -3.25960 -1.45047
37 H 1.82676 1.12813 -1.59172
38 H 4.19230 1.53684 -0.94436
39 H 2.05185 -2.89991 -0.11854
40 H 6.72129 -2.28033 0.19908
41 H 6.19231 -1.72990 1.82497
42 H -4.09364 0.13293 1.37952
43 H -3.02766 0.44849 -0.02538
44 H -3.03147 2.42994 1.40465
45 H -2.64776 1.47344 2.83156
46 H 1.42987 2.35075 1.17953
47 H 2.36020 3.81221 -0.53223
48 H 0.89303 4.84095 -2.23866
49 H -1.53076 4.36068 -2.19159
50 H -2.47402 2.89342 -0.51378
51 H 0.39941 0.27733 1.15942
52 H 0.31945 0.87035 2.83135
53 H -1.60463 -0.44060 3.34744
54 H -0.55938 -1.51515 2.40002

Cartesian forces, eV/Å:
-0.0482 -0.4009 -0.0273
-0.0626 0.0251 -0.0149
-0.0184 -0.1147 -0.0649
0.0455 -0.1357 0.1676
-0.1973 0.1907 -0.1920
0.4531 0.3007 0.0456
0.4155 0.8370 0.0514
-0.7084 -1.0956 -0.2785
0.3118 0.4316 0.0021
-0.2512 -0.2672 -0.0502
0.3795 -0.1659 0.1897
-0.4174 -0.4114 0.0097
0.1097 0.5387 -0.1880
0.2325 0.0752 0.0808
-0.4560 -0.1035 -0.1002
1.0809 -0.4418 0.4974
-0.2534 0.3791 -0.2042
0.7007 0.0270 0.2653
-1.0907 -0.2328 -0.4387
0.2165 0.1571 0.1446
-0.3363 0.3437 -0.1727
-0.2199 -0.1648 -0.0932
-0.1176 -0.1973 -0.0171
0.1088 0.2952 0.0036
-0.0201 -0.0464 0.0436
-0.0203 0.0075 -0.0318
0.0883 0.0950 -0.1397
0.0248 0.0391 -0.0394
-0.1303 -0.0368 0.0710
0.1893 -0.1214 0.2051
0.2505 -0.0615 0.1726
0.0058 -0.0525 0.0870
0.0481 0.1814 -0.0090
0.1173 -0.1153 -0.0050
-0.0449 0.1561 0.0152
0.1352 -0.2405 0.0674
-0.0297 0.0546 -0.0396
0.0734 0.1541 -0.0312
-0.0857 -0.1730 0.0522
-0.2423 0.1272 0.0608
-0.1439 0.0253 -0.2373
0.0316 0.0913 -0.0457
-0.0888 0.0193 0.1404
-0.0169 -0.0731 0.0802
-0.0883 0.0736 -0.0987
0.0483 -0.0496 0.1012
0.1010 0.0217 0.0094
0.0300 0.0575 -0.0590
-0.0567 0.0218 -0.0529
-0.0952 -0.0634 0.0161
-0.0358 0.0147 0.0789
0.0558 -0.1291 -0.0708
0.0942 -0.0404 -0.0360
-0.0717 0.1932 0.0790

The multiplicity is 1. The relative energy (zero: lowest compared OMol25 entry of this formula, charge and spin) is 529.0 kJ/mol. The LUMO energy is 0.66 eV. As for the largest force on an atom: 1.33 eV/Å. As for the structure (SMILES): O=C(COCc1cc(-c2ccc3c(c2)OCO3)on1)N1CCN(c2ccccc2)CC1. Its HOMO energy is -7.6 eV. The value obtained for the HOMO-LUMO gap is 8.3 eV. The value obtained for the total energy is -1430.6546 Ha.

Atomic partial charges in e from the Mulliken method, atoms 1 to 8: -0.66 0.55 -0.45 -0.41 -1.03 0.68 -0.64 0.58

4.
C23H23N5O2 | ωB97M-V/def2-TZVPD

Atoms and positions in Å:
1 C -0.26344 -3.36048 0.61341
2 N -0.96553 -2.48323 -0.30245
3 C -2.10954 -3.13582 -0.92267
4 C -3.23564 -2.14254 -1.24516
5 N -4.09961 -1.92045 -0.11592
6 C -3.72962 -1.69693 1.18128
7 C -4.89005 -1.53402 1.88114
8 N -5.95680 -1.65036 1.04845
9 C -5.45355 -1.88046 -0.13149
10 C -0.06284 -1.94189 -1.31738
11 C 1.06888 -1.14970 -0.75156
12 C 2.37528 -1.56597 -0.65110
13 N 3.10323 -0.52763 -0.17055
14 C 4.47076 -0.46825 0.10908
15 C 4.99434 0.71812 0.61874
16 C 6.34136 0.81159 0.90618
17 C 7.17938 -0.27089 0.69068
18 C 6.65917 -1.44975 0.18471
19 C 5.31142 -1.55580 -0.10727
20 N 2.33003 0.53953 0.03523
21 C 1.09613 0.20000 -0.29934
22 C 0.00320 1.15529 -0.19798
23 C -1.29110 0.71688 0.05616
24 C -2.35952 1.60199 0.15865
25 C -2.08020 2.93767 -0.00099
26 C -0.77900 3.38710 -0.24216
27 C 0.27919 2.52332 -0.34304
28 O -0.78689 4.75493 -0.35198
29 C -2.12680 5.15115 -0.16145
30 O -2.93105 4.01049 0.04335
31 H 0.17740 -4.23469 0.11024
32 H -0.95331 -3.70881 1.38066
33 H 0.53390 -2.79810 1.09621
34 H -1.81623 -3.65838 -1.84841
35 H -2.50550 -3.88447 -0.23220
36 H -3.85277 -2.53767 -2.05680
37 H -2.80625 -1.18875 -1.57146
38 H -2.70554 -1.68116 1.48749
39 H -5.02490 -1.34156 2.92650
40 H -6.02907 -2.02454 -1.02474
41 H 0.36040 -2.76111 -1.92892
42 H -0.64846 -1.29431 -1.97616
43 H 2.80785 -2.51416 -0.89613
44 H 4.32391 1.54646 0.78020
45 H 6.74009 1.73427 1.30008
46 H 8.23252 -0.19664 0.91503
47 H 7.30643 -2.29717 0.01425
48 H 4.92705 -2.48340 -0.50087
49 H -1.45704 -0.33691 0.20350
50 H -3.36032 1.25978 0.36500
51 H 1.28327 2.86452 -0.52499
52 H -2.48093 5.69646 -1.05126
53 H -2.19507 5.81280 0.71772

Cartesian forces, eV/Å:
0.0017 0.0502 0.0705
0.0122 -0.1294 0.0143
-0.2001 0.1233 -0.1384
0.4115 -0.2215 -0.3703
-0.2092 0.0363 0.1523
0.1084 0.0698 0.3791
0.2446 0.0106 0.0153
-0.5942 0.0163 -0.0247
-0.1177 -0.0002 -0.1143
0.0058 0.0180 0.0685
0.2719 0.0172 -0.0731
-0.2962 0.1529 -0.0050
-0.7811 -0.4400 -0.3364
0.8909 0.2097 0.2396
-0.1726 -0.0439 -0.0445
0.0524 -0.1012 -0.0331
0.1134 -0.0026 0.0163
0.0496 0.0409 0.0249
-0.2496 0.0588 -0.0249
-0.2289 0.6435 0.2295
0.5842 -0.6093 -0.0275
-0.3463 0.2539 0.0494
0.2698 0.0239 -0.0672
-0.1836 0.4795 -0.0291
0.5046 0.0154 -0.0767
-0.4471 -0.2391 0.1113
-0.1989 0.2247 -0.0066
0.3936 -0.3826 -0.0477
-0.4270 1.2243 -0.0041
-0.0669 -0.5370 0.0419
0.0269 -0.0587 -0.0073
-0.0030 -0.0464 0.0277
0.0229 -0.0988 0.0536
0.0048 -0.0134 0.0695
0.0131 0.0142 -0.0894
0.0432 0.0916 0.0834
-0.0513 -0.1126 -0.0505
0.2540 0.0148 0.0283
0.0797 0.0348 0.2274
-0.0338 -0.0526 -0.2767
-0.1239 0.0697 -0.0071
0.0311 -0.0738 -0.0538
0.1229 -0.1755 -0.0490
0.0073 0.0566 0.0241
0.0141 0.0808 0.0339
0.0890 0.0037 0.0207
0.0364 -0.0677 -0.0165
-0.0503 -0.0833 -0.0390
-0.0261 -0.1156 0.0229
-0.1517 -0.0772 0.0496
0.1489 0.0723 -0.0473
0.1016 -0.2013 0.1671
0.0492 -0.2238 -0.1610

The multiplicity is 1. The relative energy (zero: lowest compared OMol25 entry of this formula, charge and spin) is 183.7 kJ/mol. The LUMO energy is 0.65 eV. As for the largest force on an atom: 1.30 eV/Å. As for the structure (SMILES): CN(CCn1ccnc1)Cc1cn(-c2ccccc2)nc1-c1ccc2c(c1)OCO2. Its HOMO energy is -7.8 eV. The value obtained for the HOMO-LUMO gap is 8.4 eV. The value obtained for the total energy is -1314.4796 Ha.

Atomic partial charges in e from the Mulliken method, atoms 1 to 8: -1.35 0.71 -0.97 -0.57 0.36 -0.20 -0.69 -0.68